The following is a quantum chemistry calculation of C27H32BN9O2PTi as an isolated structure, from the Open Molecules 2025 dataset.

Structure (XYZ):
```
73
Properties=species:S:1:pos:R:3:forces:R:3
C -0.970 -4.818 -0.005 0.02 -0.04 0.06
H 0.602 0.072 3.293 0.00 0.00 -0.01
C 2.980 0.829 -1.734 0.05 0.04 -0.02
C -0.458 1.858 -1.833 -0.06 -0.06 -0.07
C -0.371 5.153 3.731 -0.02 -0.02 0.00
H 3.936 -1.354 -3.070 0.00 -0.02 -0.02
H 4.812 -1.217 -0.505 0.00 0.00 0.01
N -1.133 -3.516 0.222 0.03 0.10 -0.07
Ti -0.043 -0.684 -0.098 -0.03 0.24 -0.23
H -4.908 -2.383 0.274 -0.01 0.01 -0.01
C 0.678 -3.722 -0.926 0.09 0.04 0.02
P 2.514 -0.853 -1.195 -0.08 0.06 0.06
H -1.995 1.371 1.528 0.00 0.00 -0.01
H -2.378 -2.937 3.901 0.01 0.00 0.01
H 0.613 -5.929 -1.085 0.00 0.00 -0.01
N -0.121 -2.809 -0.345 0.06 -0.13 0.02
H 2.663 1.988 3.576 0.02 0.01 0.01
C -1.396 2.272 1.493 0.03 0.14 0.11
C -0.622 0.064 -5.110 0.00 0.16 0.02
N -0.474 1.518 -0.608 0.07 -0.05 0.05
H 1.564 -3.418 -1.451 -0.01 0.00 0.01
C 2.874 2.169 2.522 -0.11 -0.03 -0.02
H -0.342 -2.446 -2.867 0.00 0.00 -0.01
H 2.732 1.583 -0.990 0.00 -0.02 0.01
H 3.215 -2.834 -2.455 -0.01 0.00 0.00
H -0.745 0.263 -6.166 0.00 -0.01 0.00
H -2.978 -3.603 1.511 0.01 0.01 0.00
H -0.718 -1.214 5.260 0.00 0.00 0.00
H 3.706 -2.397 0.219 0.00 0.01 0.01
C -0.397 0.810 -2.859 -0.01 0.13 0.19
O -1.457 5.491 4.440 0.04 0.00 -0.06
C -0.142 -0.693 3.188 0.02 0.06 0.02
C 3.012 -1.789 -2.687 0.01 0.00 0.00
H -2.269 5.297 3.954 -0.01 0.01 0.04
C 2.064 1.278 1.707 0.10 0.03 -0.09
H 0.869 5.414 1.399 -0.01 0.01 0.02
C -1.403 3.177 2.547 -0.05 -0.06 -0.05
N -0.292 -0.449 -2.388 -0.02 0.00 -0.06
C -3.104 -0.012 -1.023 0.04 0.05 -0.02
C -0.574 4.291 2.515 0.01 0.06 0.08
C -0.580 2.526 0.403 0.08 -0.16 -0.26
B -2.198 -2.811 1.077 -0.11 -0.03 0.03
H -5.293 -0.168 -1.318 -0.01 -0.01 0.00
H -0.639 -2.079 -5.293 0.00 0.02 -0.02
H 3.804 -0.768 0.883 -0.03 0.02 0.00
H -0.628 2.145 -4.515 0.00 0.01 0.00
C 0.190 -5.002 -0.742 -0.08 0.01 -0.01
H 3.931 1.992 2.326 0.01 0.00 0.00
O 0.731 5.474 4.070 0.00 0.03 0.01
H -1.681 -5.528 0.384 0.01 -0.02 -0.01
H 2.449 1.065 -2.658 0.00 0.00 0.00
H -0.581 2.894 -2.145 0.04 0.01 -0.02
H -2.811 0.869 -1.566 0.00 0.00 0.00
C -4.201 -1.660 -0.098 -0.05 0.03 0.01
N -0.532 -1.126 1.975 -0.07 -0.04 0.10
H 2.258 -1.741 -3.472 0.00 0.02 0.01
C -0.392 -1.443 -3.267 -0.01 0.03 -0.02
N -1.478 -2.075 2.219 0.08 0.03 -0.06
C -1.661 -2.222 3.529 -0.03 0.01 0.03
C 0.220 4.547 1.401 0.02 -0.06 -0.07
C -0.822 -1.347 4.198 -0.03 -0.04 -0.03
C -0.549 1.114 -4.197 0.00 -0.16 -0.11
C -4.377 -0.542 -0.897 0.01 -0.06 0.04
N -2.205 -0.748 -0.352 -0.20 -0.09 0.08
C -0.560 -1.227 -4.632 0.01 -0.13 0.07
H 4.050 0.871 -1.941 0.00 0.01 0.00
N -2.909 -1.761 0.213 0.14 0.00 -0.04
H 2.615 3.200 2.280 0.02 0.02 0.03
H -2.017 2.981 3.418 0.00 -0.02 -0.01
C 0.209 3.670 0.332 -0.05 0.04 0.15
C 3.834 -1.344 -0.038 0.05 -0.05 -0.04
H 0.855 3.842 -0.520 0.01 -0.01 -0.02
N 1.422 0.580 1.064 0.03 -0.14 0.21
```
Positions in Å, forces in eV/Å.

Computed properties:
E_LUMO (alpha / beta)   -6.6 / -6.7 eV
Kohn-Sham gap (alpha / beta)   7.82 / 7.90 eV
Spin multiplicity   2
Strongest force on any atom   0.34 eV/Å
E_tot   -2906.77356 a.u.
Total charge   +2

The following is a quantum chemistry calculation of C27H32ClI2MoN3O3P as an isolated structure, from the Open Molecules 2025 dataset.

Structure (XYZ):
```
70
Properties=species:S:1:pos:R:3:forces:R:3
O -0.651 3.049 -0.595 -0.07 -0.14 -0.07
C 0.681 -0.610 -2.323 -0.16 0.01 0.21
N 1.485 -1.063 0.443 0.19 -0.29 0.25
C 3.563 -2.111 -0.082 0.22 0.01 0.00
H 5.357 -1.107 0.521 -0.07 0.01 0.01
H -3.323 -0.436 3.929 0.00 0.00 0.01
C 4.272 -1.088 0.513 0.03 -0.08 -0.06
C -0.913 -3.139 0.792 -0.17 -0.19 0.23
C -0.996 -1.734 2.753 -0.19 -0.14 0.01
H -0.578 -1.402 3.695 0.12 0.16 -0.07
C 1.986 2.024 2.204 -0.11 -0.02 0.01
Cl 4.370 1.015 -4.383 -0.02 -0.01 0.00
H -3.766 3.700 0.043 -0.02 0.07 0.05
H 3.855 2.933 2.779 -0.04 0.02 0.01
C 2.541 -0.897 -3.856 -0.11 -0.24 -0.01
C 0.815 -3.481 2.615 0.05 0.09 -0.03
O 0.059 0.780 1.406 0.23 0.01 -0.16
H 1.090 -2.411 -3.418 0.06 0.09 0.01
I 6.242 1.301 1.886 0.09 0.00 0.00
H -1.587 3.296 -3.946 -0.07 0.06 -0.07
C 2.177 -2.066 -0.101 -0.15 0.16 -0.09
C -2.809 -1.684 1.128 0.00 -0.24 0.25
O -1.922 0.760 -0.206 -0.04 -0.77 0.47
C -0.535 -1.152 -1.609 -0.02 -0.12 -0.18
C -2.901 -3.334 -0.778 0.02 0.03 -0.02
H -2.207 -3.874 -1.417 0.00 -0.01 -0.01
H -3.444 2.541 1.338 -0.03 0.00 0.05
H 1.473 -3.859 1.834 -0.01 -0.01 -0.01
H 3.094 -1.516 -4.553 -0.06 0.04 0.06
H -0.456 -3.960 0.259 0.13 0.10 -0.18
I 0.867 3.498 3.149 0.09 -0.03 0.07
H -3.279 3.162 -2.390 0.04 0.02 -0.03
H -3.631 -4.052 -0.397 -0.01 -0.01 0.00
C 1.380 0.965 1.572 -0.18 -0.06 0.15
N -1.349 2.704 -3.151 -0.27 -0.15 0.05
C 2.188 -0.045 1.042 -0.15 -0.32 -0.15
P -1.901 2.218 -0.554 0.54 0.50 -0.29
H -2.081 0.700 3.394 0.00 -0.02 -0.01
H -1.420 -0.594 -1.913 -0.08 -0.11 -0.08
H -0.662 3.179 -2.545 0.11 0.12 0.12
C 4.186 1.110 1.744 0.14 0.05 0.02
H 1.385 -2.853 3.298 -0.01 0.01 0.00
H -1.297 4.388 0.630 0.06 -0.05 -0.11
H -1.646 3.785 2.098 0.08 -0.04 0.07
H 1.607 -2.844 -0.592 -0.01 0.01 0.03
Mo -0.618 -0.865 0.568 -0.04 1.74 -0.15
H 0.614 1.320 -1.369 0.08 0.03 0.00
H -2.572 5.040 1.526 -0.09 0.03 0.02
H -0.713 -2.189 -1.899 0.16 0.01 0.01
C -2.208 -2.700 0.387 0.14 -0.20 -0.11
C -2.983 3.173 0.586 0.00 0.20 0.09
H -3.781 -1.318 0.830 0.03 0.19 -0.16
C 2.253 1.204 -2.731 -0.14 0.13 0.16
C 3.392 2.092 2.281 -0.08 0.04 0.01
N -2.088 4.182 1.262 -0.36 -0.10 -0.03
C 1.413 -1.394 -3.208 0.05 -0.14 -0.19
C 3.588 -0.010 1.104 0.03 -0.10 -0.06
C -2.182 -1.123 2.266 -0.03 -0.03 0.07
C 2.960 0.400 -3.610 0.11 0.02 -0.07
H -2.985 1.434 -2.638 -0.03 0.00 -0.05
C -2.827 -0.018 3.051 0.02 0.03 -0.07
H -3.582 0.490 2.454 0.00 -0.03 0.02
H 4.071 -2.946 -0.546 -0.02 0.05 0.03
C -0.374 -2.769 2.057 -0.08 -0.28 0.00
C -2.545 2.364 -2.289 0.09 -0.01 -0.10
H 2.603 2.212 -2.530 -0.04 -0.08 0.00
H -0.885 1.866 -3.512 0.05 -0.07 0.03
C 1.124 0.697 -2.098 0.05 0.03 0.02
H 0.449 -4.343 3.178 0.00 -0.01 0.02
H -3.440 -2.599 -1.375 -0.01 0.01 0.00
```
Positions in Å, forces in eV/Å.

Computed properties:
E_LUMO (alpha / beta)   -9.8 / -10.1 eV
Kohn-Sham gap (alpha / beta)   5.65 / 5.36 eV
Strongest force on any atom   1.74 eV/Å
E_tot   -2902.38217 a.u.
Total charge   +3

The following is a quantum chemistry calculation of an isolated ion of composition C27H32N2O2 and charge +2, from the Open Molecules 2025 dataset.

Structure (XYZ):
```
63
Properties=species:S:1:pos:R:3:forces:R:3
C -7.361 -0.496 0.961 2.02 -1.84 -1.73
H 5.479 -2.223 -2.901 -0.94 0.93 1.11
C -5.270 0.146 2.689 -0.96 -0.78 -0.34
H -4.371 2.545 1.596 1.02 -1.58 0.65
O 3.772 -3.787 -1.890 1.65 3.08 3.13
C -3.535 1.817 1.870 3.63 -0.71 -0.22
C -2.080 2.301 1.537 -0.53 -3.72 1.74
C 1.470 0.749 0.667 1.60 4.43 1.29
C -5.873 -0.635 1.408 -1.21 -2.07 -3.20
H 4.249 1.273 -4.460 0.82 -0.30 1.66
H -0.380 -0.748 2.756 -1.62 1.08 -0.28
C 2.715 3.445 1.340 -2.78 -1.81 0.12
H -7.417 -2.751 -2.090 0.42 0.97 1.59
H -10.080 -0.880 0.271 0.71 -0.12 -1.53
C -7.053 -2.196 -1.163 2.27 2.21 4.03
H 6.409 2.691 -1.485 -1.59 -0.76 0.82
H 5.637 1.092 -0.981 -0.28 1.54 0.01
H 3.548 0.457 -0.315 -0.90 1.29 0.95
H 5.866 0.941 -3.661 -1.69 -0.02 0.54
C 1.265 3.164 1.824 1.77 -2.74 -2.15
C 5.411 2.195 -1.177 -0.38 -0.01 -0.60
H 5.566 2.641 1.011 -1.18 0.48 -1.30
C 4.738 1.022 -3.442 -1.01 0.43 -0.37
C -7.944 -1.247 -0.294 2.36 -0.74 0.14
H 6.067 -0.723 -2.025 -1.43 -1.26 -0.09
H -9.596 -0.121 -1.386 0.13 -1.38 1.13
C 0.616 1.799 1.470 2.45 -0.63 -1.10
C 4.437 2.268 -2.455 0.41 0.03 -0.86
H -1.900 3.329 1.080 -0.51 -1.64 0.70
H -3.870 -1.799 0.808 -2.06 0.37 -0.42
C -2.721 -0.387 2.786 1.97 2.34 -1.28
C 2.900 1.199 0.267 -1.80 0.19 0.85
H 3.319 2.297 -2.183 1.62 -0.23 -0.32
H 3.155 4.478 1.599 -0.45 -2.07 -0.69
H 1.060 -0.277 0.370 0.85 1.78 0.43
H -5.286 -0.495 3.633 0.00 0.79 -1.33
O 4.621 -1.770 -0.929 -0.28 -2.42 -0.89
C -9.495 -1.039 -0.700 0.89 0.03 0.50
H -4.861 -3.058 -1.265 -1.11 1.09 0.90
C 4.076 -0.364 -2.956 0.46 -0.90 -1.31
C 4.401 -5.198 0.674 -0.36 2.15 -0.49
H 4.619 3.218 -3.092 -0.19 -1.36 1.34
H -5.833 1.118 2.919 0.82 -1.50 -0.48
C 5.127 -1.370 -2.233 0.51 2.27 -0.67
H 0.663 3.936 2.411 1.24 -1.16 -0.95
C -1.226 -0.021 2.500 -2.56 2.46 -1.09
H 3.116 -0.206 -2.340 1.57 -0.20 -0.75
H 3.730 -0.904 -3.920 0.40 0.86 1.63
H -9.930 -1.953 -1.245 0.88 1.37 0.88
H 3.714 -3.178 1.449 -0.61 -1.28 -1.86
C -5.562 -2.366 -0.692 -2.14 2.21 1.88
H 5.462 -5.516 0.391 -2.14 -0.04 -0.92
H -8.081 0.168 1.545 1.16 -1.01 -0.88
H -2.955 -1.399 3.270 0.09 1.85 -0.85
C 4.856 2.919 0.142 2.64 -0.49 -0.36
C 4.074 -3.807 0.551 0.36 -0.88 -0.63
C -4.982 -1.614 0.560 -3.09 0.38 -1.14
H 3.614 -5.967 0.983 1.74 1.27 1.04
C 4.158 -3.115 -0.908 0.18 -2.11 0.01
C -0.868 1.355 1.839 -3.33 -0.27 0.75
H 4.955 4.050 -0.013 -0.88 -1.63 0.38
N 3.488 2.482 0.565 -4.37 0.18 1.67
N -3.820 0.515 2.454 3.70 1.57 -0.77
```
Positions in Å, forces in eV/Å.

Computed properties:
E_LUMO   -7.8 eV
Kohn-Sham gap   4.71 eV
Strongest force on any atom   5.13 eV/Å
E_tot   -1306.91444 a.u.
Total charge   +2